1.
Molecular formula: C25H59N8O9Y
Method: DFT, wB97M-V/def2-TZVPD

largest force on an atom: 10.568 eV Å⁻¹
Kohn-Sham gap: 4.6 eV
charge: +2

Last column: Mulliken charge in e.
Element x y z (Å)
Y 3.15 -1.71 -1.65  2.0069
C 0.17 0.36 -0.91  -0.2338
O 1.21 -0.50 -1.29  -0.4920
H 0.61 1.25 -0.45  -0.3835
H -0.57 0.55 -1.69  0.3245
H -0.39 -0.12 -0.08  0.0561
C -7.02 3.20 -1.61  -1.2892
C -5.89 2.40 -1.00  0.7324
O -6.08 1.24 -0.63  -0.7093
N -4.76 3.08 -0.74  -0.0931
C -3.64 2.50 -0.04  -0.6850
H -6.94 4.23 -1.25  0.3604
H -7.99 2.78 -1.39  0.3573
H -6.98 3.24 -2.70  0.2764
H -4.63 3.99 -1.13  0.2662
H -3.72 1.43 0.13  0.2271
H -3.36 2.96 0.91  0.2686
H -2.74 2.62 -0.67  0.0736
C 4.38 -2.62 2.45  -1.2883
C 4.09 -1.33 1.75  0.7421
O 3.95 -1.28 0.51  -0.5717
N 3.85 -0.25 2.48  -0.1052
C 3.48 1.03 1.91  -0.8048
H 4.85 -2.42 3.42  0.4673
H 5.02 -3.28 1.86  0.3520
H 3.45 -3.15 2.65  0.1994
H 3.81 -0.41 3.47  0.2684
H 3.39 1.78 2.70  0.2609
H 2.52 0.93 1.40  0.1726
H 4.18 1.47 1.20  0.2986
C -1.36 5.78 1.19  -1.4665
C -1.51 4.27 1.18  0.8346
O -2.62 3.76 1.19  -0.4725
N -0.41 3.48 1.18  0.5231
C 0.94 3.99 1.39  -0.6020
H -1.03 6.13 2.17  0.3107
H -2.27 6.28 0.90  0.3594
H -0.58 6.03 0.47  0.3832
H -0.58 2.50 1.32  -0.2219
H 1.01 4.62 2.27  0.3964
H 1.25 4.52 0.48  0.4113
H 1.64 3.16 1.46  -0.3153
C 6.19 1.17 -2.42  -1.2487
C 4.75 1.50 -2.13  0.7127
O 3.96 0.63 -1.69  -0.3950
N 4.38 2.77 -2.22  -0.1080
C 3.06 3.32 -1.96  -0.7854
H 6.73 1.23 -1.48  0.2999
H 6.59 1.80 -3.21  0.4278
H 6.26 0.14 -2.78  0.2868
H 5.11 3.43 -2.45  0.2468
H 3.20 4.05 -1.15  0.4130
H 2.32 2.63 -1.58  0.0729
H 2.71 3.86 -2.84  0.3441
C 1.14 -4.88 1.17  -1.2556
C 1.11 -3.61 0.38  0.5710
O 2.10 -3.18 -0.24  -0.4286
N -0.05 -2.96 0.28  0.9372
C -1.32 -3.22 0.95  -1.2526
H 1.26 -5.74 0.51  0.2874
H 0.24 -5.05 1.76  0.4494
H 1.98 -4.88 1.85  0.2895
H 0.00 -2.07 -0.20  -0.4104
H -1.73 -4.13 0.51  0.5268
H -2.03 -2.44 0.71  0.1419
H -1.32 -3.36 2.03  0.3938
C -3.57 -0.89 -2.05  0.1786
C -4.15 -2.04 -1.24  0.5656
O -3.56 -3.12 -1.16  -0.6852
N -5.31 -1.80 -0.61  -0.0112
C -5.95 -2.84 0.16  -0.9685
H -4.26 -0.05 -1.91  -0.0343
H -3.59 -1.16 -3.11  0.2741
H -2.56 -0.61 -1.78  -0.3541
H -5.68 -0.87 -0.66  0.2282
H -6.65 -2.39 0.86  0.3628
H -5.21 -3.40 0.74  0.2831
H -6.53 -3.54 -0.45  0.2988
C -0.46 -0.22 3.33  -0.5054
C -0.16 1.12 3.97  0.4709
O -0.97 2.02 3.86  -0.5934
N 1.06 1.26 4.53  -0.1277
C 1.52 2.58 4.96  -0.8188
H 0.42 -0.77 2.99  0.0367
H -1.13 0.02 2.51  0.0919
H -0.96 -0.90 4.02  0.4384
H 1.67 0.48 4.63  0.1698
H 1.38 2.71 6.03  0.3464
H 0.91 3.33 4.48  0.2243
H 2.57 2.77 4.74  0.2977
C -0.54 -3.27 -3.81  -1.1657
C 0.90 -3.65 -3.58  0.6847
O 1.64 -2.96 -2.87  -0.5806
N 1.28 -4.78 -4.19  -0.1575
C 2.63 -5.33 -4.17  -0.8695
H -0.86 -3.45 -4.84  0.4484
H -0.66 -2.19 -3.73  0.2392
H -1.15 -3.79 -3.08  0.3466
H 0.55 -5.33 -4.62  0.2810
H 3.37 -4.57 -4.42  0.2374
H 2.63 -6.08 -4.95  0.3761
H 2.86 -5.76 -3.19  0.2791

2.
Molecular formula: C4H15NO3
Method: DFT, wB97M-V/def2-TZVPD

structure (SMILES): CC(C)=CN.O.O.O
largest force on an atom: 1.285 eV Å⁻¹
Kohn-Sham gap: 8.7 eV
charge: 0

Last column: Mulliken charge in e.
Element x y z (Å)
C 1.00 0.44 -0.68  -0.0864
C -0.14 0.10 -1.59  0.5127
C 0.19 0.03 -3.05  -1.3757
C -1.35 -0.23 -1.15  -0.2075
N -1.77 -0.16 0.22  -0.5526
H 1.38 1.44 -0.90  0.3241
H 0.69 0.41 0.36  -0.7338
H 1.85 -0.23 -0.82  0.3973
H -0.53 -0.58 -3.59  0.3614
H 0.21 0.97 -3.61  0.2672
H 1.10 -0.56 -3.22  0.3199
H -2.17 -0.58 -1.77  0.3581
H -1.69 -1.00 0.79  0.2097
H -1.36 0.60 0.74  0.2377
O 1.67 0.16 3.24  -0.6535
H 1.26 0.08 2.37  0.3374
H 2.60 0.00 3.03  0.3195
O -1.26 -2.92 1.68  -0.6909
H -0.54 -2.28 1.67  0.3159
H -1.26 -3.36 0.82  0.3328
O -0.20 2.23 1.75  -0.5761
H -0.43 3.07 2.17  0.2769
H 0.74 2.35 1.54  0.3059

3.
Molecular formula: C18H26CoN3O4SSi
Method: DFT, wB97M-V/def2-TZVPD

multiplicity: 4
largest force on an atom: 0.719 eV Å⁻¹
Kohn-Sham gap (spin up / spin down): 6.5 / 6.5 eV
charge: +1

Last column: Mulliken charge in e.
Element x y z (Å)
Co 0.54 0.38 0.11  0.3599
O -1.88 -2.26 2.49  -0.4393
C -1.36 -1.39 1.64  -0.2080
O -1.04 -0.26 1.91  -0.5343
C -1.25 -1.92 0.23  0.7977
C -1.58 -3.20 -0.18  -0.2996
C -1.48 -3.48 -1.54  -0.9680
C -1.12 -2.47 -2.42  -0.5875
C -0.83 -1.22 -1.91  1.2514
N -0.84 -0.99 -0.61  -0.1428
C -0.49 0.04 -2.69  0.2399
O -0.64 0.05 -4.00  -0.4650
O -0.12 1.02 -2.10  -0.4219
H -1.94 -1.85 3.36  0.4245
H -1.91 -3.94 0.53  0.5577
H -1.70 -4.47 -1.90  0.4722
H -1.07 -2.68 -3.49  0.3258
H -1.01 -0.78 -4.34  0.3082
C 2.75 0.21 -3.38  -1.6660
C 2.79 -0.81 -2.27  0.6839
C 3.40 -2.03 -2.45  -0.8941
C 3.50 -2.89 -1.36  -0.7078
C 3.01 -2.52 -0.13  -0.8092
C 2.39 -1.26 0.00  1.0198
N 2.27 -0.44 -1.08  0.2106
N 1.79 -0.76 1.13  0.4532
Si 2.24 -1.23 2.74  -0.1621
C 1.77 -2.99 3.13  -1.1105
C 1.37 -0.12 3.96  -1.1398
C 4.09 -1.04 2.92  -1.1267
H 3.74 0.64 -3.50  0.3584
H 2.05 1.01 -3.17  0.2609
H 2.49 -0.25 -4.34  0.4396
H 3.82 -2.29 -3.41  0.5098
H 3.98 -3.85 -1.47  0.4565
H 3.07 -3.18 0.73  0.2255
H 0.73 -3.21 2.88  0.2729
H 1.88 -3.17 4.21  0.3957
H 2.40 -3.73 2.62  0.3968
H 1.06 -0.70 4.84  0.3787
H 0.47 0.35 3.55  0.2897
H 2.04 0.67 4.32  0.3600
H 4.64 -1.89 2.50  0.3194
H 4.37 -0.95 3.97  0.4056
H 4.43 -0.13 2.40  0.2735
C 2.88 2.61 0.21  -0.5765
S 1.09 2.69 0.36  0.1315
C 0.94 3.22 2.08  -0.7384
H 3.28 3.62 0.30  0.4637
H 3.10 2.20 -0.77  0.1438
H 3.28 1.95 0.98  -0.0033
H 1.50 2.55 2.73  0.0689
H -0.11 3.21 2.34  0.3353
H 1.33 4.23 2.16  0.4098

4.
Molecular formula: C7H30O8
Method: DFT, wB97M-V/def2-TZVPD

structure (SMILES): CCO.CCO.CCO.CO.O.O.O.O
largest force on an atom: 1.722 eV Å⁻¹
Kohn-Sham gap: 10.5 eV
charge: 0

Last column: Mulliken charge in e.
Element x y z (Å)
C 5.43 0.47 -2.51  -1.0356
C 5.10 0.79 -1.07  -0.1332
O 5.98 -0.02 -0.28  -0.5217
H 6.46 0.78 -2.69  0.2666
H 4.77 0.91 -3.26  0.3404
H 5.36 -0.61 -2.63  0.2728
H 4.07 0.58 -0.78  0.2753
H 5.33 1.84 -0.87  0.2502
H 5.84 0.22 0.64  0.2857
C -4.06 -3.92 2.39  -1.0923
C -3.16 -3.89 1.20  -0.1014
O -3.48 -2.82 0.35  -0.5270
H -5.07 -3.95 1.99  0.2974
H -4.03 -2.96 2.91  0.2732
H -3.81 -4.63 3.18  0.3310
H -3.40 -4.73 0.56  0.2812
H -2.14 -3.84 1.59  0.2297
H -3.14 -3.01 -0.53  0.3074
C 0.19 -0.24 5.16  -0.9631
C 0.35 0.47 3.81  -0.1942
O 1.36 1.43 3.98  -0.5377
H 1.03 -0.93 5.30  0.3026
H -0.64 -0.95 5.16  0.3053
H 0.03 0.39 6.03  0.2750
H -0.53 0.96 3.39  0.2912
H 0.74 -0.22 3.06  0.2190
H 2.20 0.98 4.09  0.3017
C -1.58 2.41 -2.48  -0.5150
O -0.22 2.43 -2.80  -0.4771
H -1.74 1.90 -1.53  0.2256
H -1.89 3.45 -2.50  0.2711
H -2.09 1.99 -3.34  0.2035
H 0.20 2.81 -2.03  0.2888
O 0.22 0.38 -6.65  -0.6304
H 0.45 0.87 -5.86  0.3278
H 0.22 1.04 -7.35  0.3036
O -5.90 0.99 1.72  -0.6396
H -5.41 0.25 1.37  0.3209
H -6.78 0.88 1.36  0.3171
O 1.72 5.10 0.36  -0.6251
H 1.51 4.80 1.24  0.3179
H 2.33 5.83 0.49  0.3124
O -0.96 -2.88 -3.98  -0.6376
H -0.14 -3.16 -3.58  0.3147
H -0.70 -2.20 -4.61  0.3221